DFT (the ωB97M-V functional and the def2-TZVPD basis) results for an isolated molecule of C20H21BrCl2N2O2 at a distorted geometry.

Geometry as XYZ:
```
48
Properties=species:S:1:pos:R:3
C -1.1131 -1.7896 4.4897
C -0.6680 -1.2638 3.1962
C 0.3288 -1.9821 2.5238
C 0.8096 -1.4140 1.3612
C 0.1953 -0.3592 0.7130
C 0.4205 -0.0394 -0.6523
O -0.1021 1.0085 -1.0990
N 1.5317 -0.5593 -1.3399
C 2.0649 -0.2337 -2.5889
C 2.5890 -1.2622 -3.3050
C 3.1421 -1.0456 -4.6141
C 2.9668 0.1988 -5.1874
C 3.2798 0.3365 -6.6355
O 2.4791 0.9851 -7.3414
C 4.6363 -0.2175 -7.1583
Br 6.2910 0.5263 -6.1559
C 2.4012 1.2372 -4.5184
C 1.9985 1.0546 -3.2044
C -0.8642 0.2466 1.4283
C -1.3028 -0.1318 2.6176
N -2.4250 0.4493 3.2079
C -3.7668 -0.0344 2.7471
C -4.2354 0.6054 1.4542
Cl -6.0713 0.6687 1.4056
C -2.4092 1.8290 3.7789
C -2.3660 1.7470 5.2722
Cl -2.4469 3.4187 5.8672
H -1.6219 -1.0363 5.0963
H -1.8672 -2.5565 4.3000
H -0.3364 -2.1863 5.0180
H 0.7542 -2.8029 3.1323
H 1.6793 -1.9558 0.9176
H 2.0417 -1.2152 -0.8066
H 2.5243 -2.2344 -2.9463
H 3.5860 -1.8429 -5.1566
H 4.6309 0.0247 -8.2098
H 4.7135 -1.3125 -7.1873
H 2.3241 2.1962 -5.0398
H 1.4405 1.8723 -2.7193
H -1.4020 1.1021 1.0487
H -3.7882 -1.1054 2.5544
H -4.6227 -0.0022 3.5257
H -3.8653 1.6773 1.4380
H -3.9346 0.0216 0.6075
H -3.2075 2.4283 3.3915
H -1.6100 2.4600 3.3726
H -3.2694 1.2764 5.6796
H -1.5333 1.2122 5.7209
```

Gap between HOMO and LUMO   8.61 eV
Energy   -4529.04824 hartree
Structure (SMILES)   Cc1ccc(C(=O)Nc2ccc(C(=O)CBr)cc2)cc1N(CCCl)CCCl
HOMO level   -0.329 Eh
F_max   0.1247 Eh/bohr

=====

DFT (the ωB97M-V functional and the def2-TZVPD basis) results for the ion C6H9N6O2 with charge +1 at a distorted geometry.

Geometry as XYZ:
```
23
Properties=species:S:1:pos:R:3
C 0.9095 -3.1670 -0.3330
N 0.1367 -1.9803 -0.4014
C 0.6054 -0.8559 -0.0418
N 1.9781 -0.8088 0.1437
C 2.5546 0.2934 0.5436
N 2.1283 1.5724 0.4602
C 0.8314 1.5424 -0.0209
N 0.4342 2.7569 -0.5206
C -0.0407 0.3771 0.0522
C -1.5390 0.6928 0.2287
N -1.9610 1.9296 0.5854
N -2.6566 -0.2042 0.0598
O -2.4316 -1.3649 -0.2990
O -3.7667 0.1931 0.4233
H 1.1238 -3.3921 0.7085
H 0.3654 -3.9681 -0.8274
H 1.9347 -3.0262 -0.7474
H -0.9390 -1.8266 -0.5365
H 3.6177 0.1854 0.6452
H 0.0060 2.9210 -1.4280
H 1.0278 3.4562 -0.3023
H -1.3350 2.7026 0.8568
H -2.9838 1.9711 0.7510
```

Energy relative to the best compared isomer or geometry (same formula, charge and spin)   50.09 kcal/mol
Gap between HOMO and LUMO (alpha / beta)   6.23 / 6.24 eV
Energy   -712.65767 hartree
Structure (SMILES)   CNc1ncnc(N)c1C(=[NH2+])[N+](=O)[O-]
HOMO level (alpha / beta)   -0.477 / -0.477 Eh
Total charge   +1
F_max   0.1125 Eh/bohr

=====

DFT (the ωB97M-V functional and the def2-TZVPD basis) results for a cluster of 2 separate species, C7H6F7N5O4 in total at a distorted geometry.

Geometry as XYZ:
```
29
Properties=species:S:1:pos:R:3
N -1.2237 2.8282 -2.6802
C -0.4286 1.8213 -2.3579
N 0.0833 0.8903 -3.2565
C 0.8414 0.0688 -2.5404
N 0.8556 0.4178 -1.2160
C 1.6130 -0.2536 -0.1818
F 2.4268 -1.1168 -0.8314
F 2.4523 0.6075 0.4462
C 0.7507 -1.1046 0.8100
F 0.6353 -2.3477 0.3429
F -0.4997 -0.6251 0.9987
C 1.4204 -1.2407 2.2322
F 2.6924 -1.6394 2.1587
F 1.3528 -0.0529 2.8984
F 0.7507 -2.1061 2.9763
N 0.0675 1.4934 -1.1541
C -0.2361 2.2934 0.0313
C -1.6949 2.0573 0.5555
O -2.4888 1.5462 -0.1657
H -1.0921 3.3008 -3.5694
H -1.9317 3.2199 -2.0709
H 1.3829 -0.7586 -3.0105
H 0.5310 2.1934 0.8276
H -0.2189 3.3621 -0.2976
H -2.0412 2.3846 1.5646
N -1.5019 -4.3134 1.8745
O -1.7606 -4.1783 3.0851
O -0.5489 -5.0350 1.5139
O -2.1891 -3.7126 1.0163
```

Gap between HOMO and LUMO   4.47 eV
Energy   -1543.90380 hartree
HOMO level   -0.227 Eh
F_max   0.0747 Eh/bohr

=====

DFT (the ωB97M-V functional and the def2-TZVPD basis) results for a structure of composition C12H21N4SbSe4Tc.

Geometry as XYZ:
```
43
Properties=species:S:1:pos:R:3
Tc -0.3915 0.0838 0.2013
C -0.6290 1.4799 2.8688
C 0.6792 0.7048 2.8237
N 1.2021 0.7359 1.4214
C 2.4311 -0.0800 1.1873
C 2.4955 -0.4729 -0.2663
C 3.6499 -0.7093 -0.9788
C 3.5372 -1.1624 -2.2913
C 2.2881 -1.3662 -2.8619
C 1.1671 -1.0927 -2.1026
C -0.2507 -1.2568 -2.5907
N -1.2018 -1.0094 -1.4816
C -1.0916 -1.8106 -0.3197
C -1.8806 0.0014 1.2530
N -1.4093 1.2724 1.6001
N 1.2864 -0.6538 -0.8425
H -0.4596 2.5527 2.9561
H -1.2246 1.1596 3.7236
H 0.5275 -0.3421 3.0831
H 1.4025 1.1374 3.5173
H 1.4231 1.7087 1.1920
H 2.3376 -0.9860 1.7910
H 3.3262 0.4485 1.5154
H 4.6195 -0.5617 -0.5236
H 4.4309 -1.3622 -2.8681
H 2.1931 -1.7332 -3.8749
H -0.4009 -2.2649 -2.9831
H -0.4591 -0.5511 -3.3954
H -2.1455 -0.8474 -1.8094
H -0.3225 -2.5735 -0.3532
H -2.0240 -2.1503 0.1086
H -1.7454 -1.6457 3.3029
H -2.8886 -0.3514 1.4406
H -1.9922 2.0715 1.3650
C -1.2881 -2.5979 3.5762
H -0.9396 -2.5388 4.6046
H -0.4563 -2.8315 2.9117
H -2.0412 -3.3792 3.5077
Se -5.2663 4.0751 -5.1069
Sb -3.1100 4.8338 -5.2007
Se -1.3237 3.5991 -1.6737
Se -2.9045 4.9218 -2.3079
Se -1.1504 5.5446 -6.1193
```

Energy relative to the best compared isomer or geometry (same formula, charge and spin)   0.00 kcal/mol
Gap between HOMO and LUMO   5.23 eV
Energy   -10614.56938 hartree
HOMO level   -0.624 Eh
Total charge   +3
F_max   0.0088 Eh/bohr

=====

DFT (the ωB97M-V functional and the def2-TZVPD basis) results for a cluster of 2 separate species, C13H21ClF2INO6Si2 in total at a distorted geometry.

Geometry as XYZ:
```
47
Properties=species:S:1:pos:R:3
C 0.9333 1.4461 -0.2118
C 0.2201 1.4168 -1.5627
N 0.9086 1.6487 -2.5857
C -1.3110 1.1493 -1.6585
Si -1.7334 -0.4166 -0.6673
C -3.1923 -0.1636 0.5291
C -2.5742 -0.0929 1.9438
O -2.1855 -1.0344 2.4697
I -2.3614 1.7969 2.9693
O -1.9868 -1.6864 -1.7689
Si -0.5313 -2.5835 -1.8648
C -0.5236 -3.5536 -3.4997
C 0.6066 -3.1111 -4.4288
O 1.2708 -2.1848 -4.2859
F 0.8555 -3.9124 -5.5016
C -0.3468 -3.6623 -0.3235
C 1.0894 -4.1891 -0.0514
C 2.1782 -3.1063 0.0104
Cl 1.0427 -4.9463 1.6207
H 1.5392 0.5300 -0.1278
H 0.2244 1.4476 0.6351
H 1.5582 2.3380 -0.0855
H 0.3218 1.6255 -3.4219
H -1.5823 1.0506 -2.7179
H -1.7851 2.0364 -1.1977
H -0.5539 -0.7621 0.1402
H -3.7202 0.7897 0.3731
H -3.8769 -1.0249 0.5519
H 0.5520 -1.5875 -1.8757
H -1.4524 -3.2771 -4.0381
H -0.5451 -4.6461 -3.3780
H -0.9786 -4.5601 -0.4909
H -0.7410 -3.2054 0.5982
H 1.3046 -5.0075 -0.7492
H 2.0136 -2.4523 0.8780
H 2.3301 -2.5635 -0.9324
H 3.1304 -3.6290 0.2139
C 0.8434 5.2319 4.3970
C 0.9576 5.8628 3.0353
O 1.5404 4.8316 2.2609
C 1.1392 3.6543 2.8266
O 1.2141 2.5988 2.2990
O 0.6340 3.8564 4.0737
F 1.7967 6.9269 3.0518
H 1.7607 5.3334 4.9796
H 0.0123 5.6294 4.9760
H 0.0039 6.1576 2.5924
```

Gap between HOMO and LUMO   9.52 eV
Energy   -2550.87271 hartree
HOMO level   -0.346 Eh
F_max   0.0752 Eh/bohr

=====

DFT (the ωB97M-V functional and the def2-TZVPD basis) results for a cluster of 2 separate species, C2H6NOS in total at a distorted geometry.

Geometry as XYZ:
```
11
Properties=species:S:1:pos:R:3
C -0.4253 0.6596 1.9130
S -0.3728 -1.2190 1.7339
H -0.9973 1.0987 1.1111
H -0.9517 0.9152 2.8356
H 0.6041 0.9835 1.9535
C 0.8815 -0.0778 -1.7600
N -0.1213 -0.8839 -1.4476
O 0.9405 0.4957 -2.8628
H 1.6579 0.0392 -0.9998
H -0.2770 -1.2152 -0.4720
H -0.9385 -0.7961 -2.0049
```

Energy relative to the best compared isomer or geometry (same formula, charge and spin)   18.14 kcal/mol
Gap between HOMO and LUMO   7.03 eV
Energy   -608.03752 hartree
HOMO level   -0.105 Eh
Total charge   -1
F_max   0.0381 Eh/bohr

=====

DFT (the ωB97M-V functional and the def2-TZVPD basis) results for a structure of composition C2H8NO at a distorted geometry.

Geometry as XYZ:
```
12
Properties=species:S:1:pos:R:3
C 1.0394 0.3227 0.6503
C 0.1143 0.2178 -0.5033
N -0.8748 -0.9783 -0.2504
O -0.6890 1.2256 -0.7848
H 0.4220 0.6340 1.5540
H 1.6028 -0.4671 0.8927
H 1.6783 1.1287 0.4279
H 0.7715 -0.1367 -1.6272
H -0.5164 -1.5017 0.6652
H -0.9465 -1.5884 -0.9961
H -1.7585 -0.5528 -0.0476
H -0.8433 1.6961 0.0194
```

Energy relative to the best compared isomer or geometry (same formula, charge and spin)   38.94 kcal/mol
Gap between HOMO and LUMO   12.89 eV
Energy   -210.69105 hartree
HOMO level   -0.611 Eh
Total charge   +1
F_max   0.1188 Eh/bohr

=====

DFT (the ωB97M-V functional and the def2-TZVPD basis) results for a cluster of 2 separate species, C3H5NO2 in total at a distorted geometry.

Geometry as XYZ:
```
11
Properties=species:S:1:pos:R:3
C 2.0018 -0.7540 1.3230
C -0.2916 -0.6030 -1.1421
C 0.7352 -0.2875 1.8355
N 3.0986 -1.0838 1.1782
O 0.3980 1.0016 1.7002
O 0.1808 -1.4381 -0.1985
H -0.7750 0.2370 -0.6609
H -0.8774 -1.1886 -1.9464
H 0.4677 -0.1804 -1.8220
H 0.3569 -0.9981 2.4849
H 1.1641 1.4620 1.3022
```

Energy relative to the best compared isomer or geometry (same formula, charge and spin)   125.40 kcal/mol
Gap between HOMO and LUMO (alpha / beta)   9.15 / 7.44 eV
Energy   -322.37450 hartree
HOMO level (alpha / beta)   -0.362 / -0.321 Eh
F_max   0.0796 Eh/bohr